Here is 9 unconnected molecules or ions with the total composition C23H66F3N5O13S in a non-equilibrium geometry from OMol25. Energies are from ωB97M-V/def2-TZVPD.

For the lowest unoccupied orbital energy (alpha / beta), the calculation gives -2.3 / -7.8 eV. The charge is +1. The spin multiplicity is 2. For the gap between HOMO and LUMO (alpha / beta), the calculation gives 8.32 / 2.90 eV. As for the energy above the lowest of the compared OMol25 structures with the same formula, charge and spin: 1.0221 eV. For the energy, the calculation gives -2865.02836 a.u.

Structure (XYZ):
```
111
Properties=species:S:1:pos:R:3:lowdin_spin:R:1
N -4.13 -1.60 2.37 0.00
H -4.64 -2.06 3.11 0.00
H -4.27 -0.61 2.21 0.00
H -4.25 -2.15 1.54 0.00
H -3.14 -1.67 2.56 0.00
C -0.25 -0.80 -0.01 0.00
F 0.38 0.34 -0.34 0.00
F -1.50 -0.74 -0.34 0.00
F 0.42 -1.79 -0.52 0.00
S -0.17 -1.02 1.88 0.00
O 0.08 0.32 2.39 0.00
O -1.50 -1.50 2.39 0.00
O 0.93 -1.93 2.13 0.00
C -3.26 2.21 0.74 0.00
C -4.44 2.53 -0.20 0.00
O -5.33 3.44 0.36 0.00
O -3.79 1.74 1.89 0.00
H -2.82 3.19 0.92 0.00
H -2.45 1.72 0.20 0.00
H -4.98 1.62 -0.49 0.00
H -4.14 2.93 -1.16 0.00
H -6.09 3.41 -0.22 0.00
H -4.09 2.54 2.34 0.00
C -1.24 2.66 -2.86 0.00
C -1.74 1.31 -3.30 0.00
O -3.01 1.36 -3.91 0.00
O -1.10 3.54 -3.99 0.00
H -0.18 2.61 -2.58 0.00
H -1.69 3.09 -1.97 0.00
H -1.83 0.45 -2.64 0.00
H -1.05 1.06 -4.10 0.00
H -3.04 1.96 -4.66 0.00
H -1.40 4.39 -3.67 0.00
C 3.16 -4.65 2.68 0.00
C 2.18 -4.64 1.50 0.00
O 0.83 -4.41 1.94 0.00
O 4.42 -4.56 1.97 0.00
H 3.00 -5.58 3.22 0.00
H 3.01 -3.80 3.34 0.00
H 2.24 -5.54 0.89 0.00
H 2.48 -3.78 0.90 0.00
H 0.73 -3.47 2.10 0.00
H 4.82 -5.43 1.86 0.00
C -3.90 -1.76 -3.14 0.00
C -4.60 -3.12 -3.46 0.00
C -3.63 -4.13 -3.92 0.00
O -3.33 -4.00 -5.33 0.00
C -2.62 -5.06 -5.85 0.00
N -5.37 -3.57 -2.31 0.00
H -3.33 -1.77 -2.21 0.00
H -4.55 -0.94 -2.85 0.00
H -3.26 -1.38 -3.94 0.00
H -5.41 -3.16 -4.19 0.00
H -3.89 -5.16 -3.64 0.00
H -2.68 -3.98 -3.41 0.00
H -2.30 -4.78 -6.85 0.00
H -3.13 -6.02 -5.83 0.00
H -1.75 -5.09 -5.19 0.00
H -6.10 -2.87 -2.30 0.00
H -5.94 -4.37 -2.54 0.00
C 3.28 1.44 -5.15 0.00
C 3.59 0.58 -3.99 0.00
C 3.76 -0.97 -4.32 0.00
O 2.55 -1.61 -4.80 0.00
C 1.56 -1.72 -3.78 0.00
N 4.78 1.02 -3.35 0.00
H 4.02 1.21 -5.92 0.00
H 3.25 2.51 -4.94 0.00
H 2.27 1.17 -5.46 0.00
H 2.90 0.73 -3.16 0.00
H 4.10 -1.56 -3.48 0.00
H 4.55 -1.13 -5.05 0.00
H 1.94 -1.89 -2.78 0.00
H 1.00 -2.64 -3.96 0.00
H 0.88 -0.87 -3.70 0.00
H 4.75 0.84 -2.35 0.00
H 4.81 2.01 -3.57 0.00
C 3.65 0.51 1.30 0.12
C 4.26 0.14 2.73 0.11
C 5.16 1.18 3.15 0.01
O 6.31 0.93 2.35 0.00
C 7.46 1.69 2.71 0.00
N 3.15 0.10 3.66 0.66
H 3.39 -0.44 0.84 0.00
H 4.38 0.89 0.59 0.02
H 2.84 1.24 1.37 0.00
H 4.64 -0.88 2.60 0.02
H 5.36 0.93 4.19 0.00
H 4.80 2.20 3.04 0.00
H 7.36 2.18 3.68 0.00
H 7.71 2.49 2.02 0.00
H 8.31 1.00 2.72 0.00
H 2.39 -0.34 3.14 0.02
H 2.75 1.02 3.78 0.02
C -1.98 1.94 4.94 0.00
C -0.87 2.73 4.29 0.00
C -0.71 4.10 4.81 0.00
O -1.90 4.83 4.84 0.00
C -1.89 6.03 5.57 0.00
N 0.40 1.95 4.40 0.01
H -2.99 2.34 5.02 0.00
H -1.64 1.67 5.94 0.00
H -1.99 0.94 4.50 0.00
H -1.12 2.78 3.23 0.00
H -0.07 4.59 4.08 0.00
H -0.11 4.10 5.71 0.00
H -1.45 5.85 6.55 0.00
H -2.92 6.31 5.77 0.00
H -1.28 6.79 5.07 0.00
H 0.21 1.08 3.93 0.00
H 1.01 2.42 3.75 0.00
```



Here is a molecular structure, C29H28F2N3S5SeV from OMol25. Energies are from ωB97M-V/def2-TZVPD.

For the lowest unoccupied orbital energy (alpha / beta), the calculation gives 2.2 / 2.2 eV. The charge is -1. The spin multiplicity is 2. For the gap between HOMO and LUMO (alpha / beta), the calculation gives 5.76 / 5.44 eV. As for the energy above the lowest of the compared OMol25 structures with the same formula, charge and spin: 0.0000 eV. For the energy, the calculation gives -6822.42212 a.u.

Structure (XYZ):
```
69
Properties=species:S:1:pos:R:3:lowdin_spin:R:1
V 2.07 -0.65 1.40 0.97
S 7.51 -0.50 6.33 0.00
C 6.27 -0.51 5.23 0.00
S 6.47 -0.80 3.55 0.00
C 4.80 -0.67 3.06 0.00
C 3.92 -0.41 4.06 0.00
S 2.21 -0.21 3.84 0.00
S 4.62 -0.25 5.65 0.00
S 4.38 -0.91 1.38 0.00
F 3.24 0.36 -3.86 0.00
C 2.60 -0.40 -2.93 0.00
C 2.79 -0.15 -1.60 -0.01
C 2.10 -0.90 -0.62 -0.01
C 1.25 -1.94 -1.10 -0.01
C 1.11 -2.15 -2.48 0.00
F 0.29 -3.13 -2.95 0.00
C 1.76 -1.40 -3.42 -0.02
C 0.62 -2.72 -0.06 0.02
C -0.27 -3.80 -0.22 0.00
C -0.77 -4.46 0.88 0.02
C -0.35 -4.05 2.15 -0.01
C 0.52 -3.00 2.26 0.02
N 0.97 -2.31 1.20 0.01
H 3.47 0.64 -1.31 0.00
H 1.63 -1.58 -4.48 0.00
H -0.55 -4.10 -1.21 0.00
H -1.45 -5.29 0.75 0.00
H -0.69 -4.56 3.05 0.00
H 0.87 -2.65 3.22 0.00
C -0.07 4.96 -0.19 0.00
C -1.03 4.22 -1.12 0.00
C -0.33 3.57 -2.31 0.00
C 0.53 2.36 -1.94 0.00
N -0.27 1.25 -1.45 0.00
C -0.39 0.84 -0.17 0.01
Se 0.62 1.44 1.29 -0.02
N -1.32 -0.14 -0.12 0.01
C -1.83 -0.82 1.06 0.00
C -3.24 -0.35 1.40 0.00
C -3.31 1.10 1.87 0.00
C -2.74 1.31 3.27 0.00
C -1.75 -0.41 -1.41 0.00
C -2.63 -1.37 -1.90 0.00
C -2.82 -1.40 -3.27 0.00
C -2.16 -0.51 -4.12 0.00
C -1.28 0.44 -3.63 0.00
C -1.09 0.48 -2.25 0.00
H -0.61 5.50 0.59 0.00
H 0.52 5.69 -0.75 0.00
H 0.61 4.28 0.31 0.00
H -1.78 4.91 -1.49 0.00
H -1.58 3.46 -0.55 0.00
H 0.32 4.30 -2.80 0.00
H -1.07 3.26 -3.05 0.00
H 1.26 2.59 -1.16 0.00
H 1.09 2.00 -2.80 0.00
H -1.13 -0.62 1.87 0.00
H -1.81 -1.89 0.86 0.00
H -3.62 -1.00 2.19 0.00
H -3.89 -0.50 0.53 0.00
H -4.36 1.43 1.86 0.00
H -2.79 1.74 1.16 0.00
H -3.23 0.64 3.99 0.00
H -2.88 2.33 3.61 0.00
H -1.67 1.10 3.30 0.00
H -3.11 -2.08 -1.25 0.00
H -3.48 -2.14 -3.70 0.00
H -2.32 -0.57 -5.19 0.00
H -0.74 1.11 -4.29 0.00
```



Here is 2 unconnected molecules or ions with the total composition ClH4NSi in a non-equilibrium geometry from OMol25. Energies are from ωB97M-V/def2-TZVPD.

For the lowest unoccupied orbital energy, the calculation gives -0.1 eV. The charge is 0. For the gap between HOMO and LUMO, the calculation gives 8.12 eV. As for the energy above the lowest of the compared OMol25 structures with the same formula, charge and spin: 3.5679 eV. For the energy, the calculation gives -806.76730 a.u.

Structure (XYZ):
```
7
Properties=species:S:1:pos:R:3:lowdin_charge:R:1
N 1.42 -0.27 -0.19 -0.15
Si -1.11 0.47 -0.45 0.26
Cl -1.20 2.24 -1.24 0.28
H 1.40 -1.12 0.33 -0.11
H 1.85 0.50 0.33 -0.09
H -1.15 0.41 1.04 -0.09
H -1.57 -0.42 -1.54 -0.09
```